Molecular formula: C2H6N3
Method: DFT, ωB97M-V/def2-TZVPD

Geometry as ORCA input:
```
! wB97M-V def2-TZVPD RIJCOSX def2/J DEFGRID3
* xyz 1 1
C 0.014 -1.040 0.866
C 0.029 0.347 -0.439
N -0.070 -0.582 1.969
N 0.346 1.521 -0.059
N -0.321 -0.175 -1.609
H 0.107 -2.003 0.288
H -0.019 -1.189 2.817
H 0.669 1.645 0.911
H 0.364 2.315 -0.703
H -0.625 -1.152 -1.467
H -0.495 0.312 -2.575
*
```

The value obtained for the calculated total energy is -243.77579 Eh. The value obtained for the largest force on an atom is 5.35 eV Å⁻¹. The highest occupied orbital energy is -14.95 eV. The energy above the lowest of the compared OMol25 structures with the same formula, charge and spin is 155.3 kJ/mol. The molar mass is 72.091 g/mol.